C6H15N2O | the ωB97M-V functional and the def2-TZVPD basis

As for the charge: +1. The highest occupied orbital energy is -13.77 eV. As for the SMILES: CC[C@@]1(O)NCCC[NH2+]1. The value obtained for the HOMO-LUMO gap is 10.61 eV. Its LUMO energy is -3.17 eV. The value obtained for the max |F| is 5.0 eV/Å. The energy above the lowest of the compared OMol25 structures with the same formula, charge and spin comes out at 138.9 kJ/mol.

Last columns: bonded neighbours and bond lengths (Å).
CARTESIAN COORDINATES (ANGSTROEM)
1 C -2.33453 -0.36824 0.41300  C2 1.698, C3 1.522, H10 1.058, H11 1.025
2 C -1.25364 -1.34389 -0.46103  C1 1.698, N7 1.403, H12 1.060, H13 1.093
3 C -1.98013 1.03451 -0.06056  C1 1.522, N8 1.451, H14 1.041, H15 1.130
4 C 0.50745 0.23191 -0.30158  C6 1.608, N7 1.440, N8 1.545, O9 1.375
5 C 2.92587 -0.59176 0.25601  C6 1.502, H16 1.054, H17 1.126, H18 1.096
6 C 1.93452 0.53040 0.37617  C4 1.608, C5 1.502, H19 1.065, H20 1.127
7 N 0.09898 -1.14042 -0.14893  C2 1.403, C4 1.440, H21 1.070
8 N -0.57325 1.18073 0.26225  C3 1.451, C4 1.545, H22 1.111, H23 0.979
9 O 0.61086 0.62392 -1.61518  C4 1.375, H24 1.003
10 H -3.31716 -0.60610 0.09956  C1 1.058
11 H -2.36271 -0.47332 1.43241  C1 1.025
12 H -1.52427 -2.32751 -0.17454  C2 1.060
13 H -1.53404 -1.12642 -1.49442  C2 1.093
14 H -2.04506 1.12531 -1.09580  C3 1.041
15 H -2.57428 1.89441 0.36787  C3 1.130
16 H 2.80249 -1.39593 0.92635  C5 1.054
17 H 3.95810 -0.17688 0.43090  C5 1.126
18 H 2.67136 -0.73438 -0.80003  C5 1.096
19 H 2.28219 1.49108 0.07641  C6 1.065
20 H 1.79625 0.67044 1.48594  C6 1.127
21 H 0.33698 -1.70384 0.72909  N7 1.070
22 H -0.36339 2.26803 0.16947  N8 1.111
23 H -0.41145 1.15184 1.22764  N8 0.979
24 H 0.34885 -0.21392 -2.10100  O9 1.003

Charges in e, computed with natural (NBO), in the same order as the atoms:
1. C -0.44
2. C -0.22
3. C -0.23
4. C 0.56
5. C -0.62
6. C -0.41
7. N -0.66
8. N -0.54
9. O -0.70
10. H 0.24
11. H 0.21
12. H 0.23
13. H 0.20
14. H 0.22
15. H 0.24
16. H 0.22
17. H 0.25
18. H 0.22
19. H 0.24
20. H 0.19
21. H 0.42
22. H 0.45
23. H 0.42
24. H 0.50

---

C6H15N2P | the ωB97M-V functional and the def2-TZVPD basis

As for the charge: 0. The highest occupied orbital energy (alpha / beta) is -7.56 / -7.56 eV. The value obtained for the HOMO-LUMO gap (alpha / beta) is 7.73 / 7.73 eV. Its LUMO energy (alpha / beta) is 0.17 / 0.17 eV. The value obtained for the max |F| is 7.0 eV/Å. The energy above the lowest of the compared OMol25 structures with the same formula, charge and spin comes out at 262.6 kJ/mol.

Last columns: bonded neighbours and bond lengths (Å).
CARTESIAN COORDINATES (ANGSTROEM)
1 C -1.51402 -0.95489 -0.03281  C2 1.535, C3 1.500, H10 1.021, H11 1.190
2 C -1.46939 0.57792 0.04437  C1 1.535, C4 1.494, H12 1.140, H13 1.166
3 C -2.24897 -1.62752 1.08888  C1 1.500, H14 1.078, H15 1.183, H24 1.112
4 C -0.15800 1.15190 -0.38387  C2 1.494, C5 1.522, P9 1.946, H16 1.157
5 C -0.39065 2.64867 -0.23801  C4 1.522, H17 1.187, H18 1.162, H19 1.014
6 C 3.52142 -0.67684 0.09365  N8 1.470, H20 1.007, H21 1.093, H22 1.044
7 N 1.99489 -0.08686 -1.64070  N8 1.342, H23 1.039
8 N 2.21838 -0.13586 -0.31826  C6 1.470, N7 1.342, P9 1.577
9 P 1.22339 0.41672 0.77376  C4 1.946, N8 1.577
10 H -1.86267 -1.15766 -0.97108  C1 1.021
11 H -0.43168 -1.44870 -0.06445  C1 1.190
12 H -2.34551 0.92574 -0.59730  C2 1.140
13 H -1.71906 1.06786 1.07227  C2 1.166
14 H -2.06512 -2.68981 1.11724  C3 1.078
15 H -1.94762 -1.06476 2.08455  C3 1.183
16 H 0.15972 0.91014 -1.46990  C4 1.157
17 H 0.60422 3.24245 -0.49828  C5 1.187
18 H -0.50713 2.74279 0.91400  C5 1.162
19 H -1.18303 3.01979 -0.75096  C5 1.014
20 H 3.60765 -0.52093 1.08477  C6 1.007
21 H 3.37783 -1.69235 -0.28413  C6 1.093
22 H 4.14318 -0.14912 -0.55836  C6 1.044
23 H 2.67605 -0.77599 -2.01574  N7 1.039
24 H -3.30417 -1.30601 0.94969  C3 1.112

Charges in e, computed with natural (NBO), in the same order as the atoms:
1. C -0.39
2. C -0.42
3. C -0.60
4. C -0.51
5. C -0.59
6. C -0.41
7. N -0.60
8. N -0.41
9. P 0.71
10. H 0.20
11. H 0.18
12. H 0.21
13. H 0.19
14. H 0.22
15. H 0.20
16. H 0.28
17. H 0.21
18. H 0.19
19. H 0.21
20. H 0.22
21. H 0.21
22. H 0.22
23. H 0.29
24. H 0.20

---

Question: Look up the charge of the second one.
Answer: 0

---

Question: Which formula does entry 2 have?
Answer: C6H15N2P